Formula: C5H13N3O4S
Source: the OMol25 dataset
Level of theory: ωB97M-V/def2-TZVPD

```
26
Properties=species:S:1:pos:R:3:forces:R:3
C -3.6447 0.0959 -0.6849 0.0979 0.1923 0.1058
C -2.8638 0.6932 0.4794 -0.0376 -0.2484 0.0702
C -1.7251 -0.2044 0.9628 0.0720 0.2078 -0.2345
C -0.6081 -0.3451 -0.0693 0.0654 -0.1068 0.2251
C 0.5713 -1.1477 0.4762 -0.3696 -0.3747 0.5494
N 3.6510 1.5400 -1.0700 -0.3637 0.1387 0.7821
N 1.7483 -0.8589 -0.2859 0.0217 3.6250 -0.5775
N 2.8346 -1.5797 -0.1144 0.3970 -0.2652 0.1600
O 3.8749 -1.0779 -0.5430 0.8550 -0.3651 -0.0393
O 2.7654 -2.6849 0.3797 -0.0242 -0.3945 0.2221
O 3.0019 1.3544 1.3820 0.2509 -0.2346 -0.1196
O 1.3865 2.2696 -0.2725 0.1009 -0.1852 -0.1976
S 2.4891 1.4411 0.0661 -0.2800 -1.9119 -1.0028
H -3.0354 0.0569 -1.5852 -0.0128 -0.0620 -0.1122
H -3.9737 -0.9128 -0.4445 -0.0666 -0.1349 -0.0243
H -4.5234 0.6999 -0.8986 -0.0914 0.0046 -0.0997
H -3.5481 0.8625 1.3142 0.0213 0.0832 -0.0064
H -2.4568 1.6632 0.1849 -0.0048 0.0749 0.0721
H -2.1233 -1.1895 1.2179 -0.0045 -0.0521 0.0932
H -1.3018 0.2300 1.8716 0.0153 -0.0780 0.0833
H -0.2580 0.6502 -0.3434 -0.1118 -0.0234 -0.0637
H -0.9793 -0.8290 -0.9728 0.0324 0.0345 -0.0814
H 0.3730 -2.2248 0.4197 0.0232 0.1388 0.0627
H 0.7482 -0.9060 1.5344 -0.0853 -0.0776 -0.0123
H 3.2858 1.6396 -2.0075 -0.2806 0.0463 -0.0247
H 4.3116 0.7642 -0.9968 -0.2202 -0.0317 0.1702
```
Forces are in eV/Å.

As for the HOMO-LUMO gap (spin up / spin down): 8.21 / 8.21 eV. As for the total charge: 0. Its spin multiplicity is 1. For the LUMO energy (spin up / spin down), the calculation gives -1.78 / -1.77 eV. The energy above the lowest of the compared OMol25 structures with the same formula, charge and spin comes out at 320.2 kJ/mol. The electronic energy is -28886.0474 eV.

***

Formula: C5H13N4
Source: the OMol25 dataset
Level of theory: ωB97M-V/def2-TZVPD

```
22
Properties=species:S:1:pos:R:3:forces:R:3
C 0.5801 1.6919 0.4068 0.0689 0.1293 -0.4758
C 1.1585 0.3193 0.4371 -1.5425 0.9529 -3.0429
C -1.3399 0.4105 -0.2162 0.7430 1.2557 2.9747
C 2.4296 0.2218 -0.2709 2.7607 1.3941 2.7183
C -0.0876 -1.7717 0.2274 3.4250 -2.7102 -0.3349
N -0.6297 1.8554 0.0984 -1.2734 -1.7497 -1.1495
N -2.0402 0.2567 -1.4053 0.8025 -0.1820 0.7371
N -1.9725 -0.0513 0.9476 -0.8869 0.9271 1.3365
N 0.1929 -0.4710 -0.3120 -2.2547 0.6617 -0.6608
H 1.3407 2.4693 0.5500 -0.8527 0.3822 0.3060
H 1.2222 0.0368 1.4173 0.1821 -1.2452 2.5600
H 2.5230 0.7058 -1.2074 -0.2312 0.5936 -0.9426
H 2.6635 -0.7945 -0.3401 0.7959 -1.5832 -0.3311
H 3.1715 0.6804 0.4701 -0.4196 -0.5733 -1.3917
H 0.9451 -2.3615 0.0665 -2.3179 0.8051 0.4937
H -0.2264 -1.6882 1.3179 -0.4169 -0.3114 -0.8058
H -0.8465 -2.3029 -0.3736 0.1377 0.3859 0.6943
H -1.8093 1.1017 -1.8427 -0.1048 1.2501 -1.8605
H -3.0485 0.0825 -1.4435 0.6413 0.0668 0.6437
H -2.9894 -0.3393 0.9220 1.8772 0.5735 -0.2200
H -1.7370 0.4637 1.8599 -0.5165 -1.0390 -2.1716
H 0.5000 -0.5155 -1.3094 -0.6173 0.0158 0.9229
```
Forces are in eV/Å.

As for the HOMO-LUMO gap: 11.40 eV. As for the total charge: +1. Its spin multiplicity is 1. As for the SMILES: C[C@H]1C=NC(N)(N)[N@@H+]1C. For the LUMO energy, the calculation gives -2.75 eV. The energy above the lowest of the compared OMol25 structures with the same formula, charge and spin comes out at 170.7 kJ/mol. The electronic energy is -11348.3421 eV.

***

Formula: C5H13N4
Source: the OMol25 dataset
Level of theory: ωB97M-V/def2-TZVPD

```
22
Properties=species:S:1:pos:R:3:forces:R:3
C -3.2929 1.1542 -0.6451 3.7945 -2.5893 2.0696
C -2.9949 -0.2227 -0.6451 -3.1145 4.7900 0.0432
C -4.1130 -1.1766 -0.7523 0.0336 -4.0475 -0.6770
C 2.5241 -1.7142 -0.4347 -0.5996 0.1638 -2.5485
C 2.1227 0.5768 -1.2422 -1.8937 1.4712 1.3960
N -1.7907 -0.6056 -0.1464 3.8318 -1.1060 -0.0241
N -0.7384 -0.9281 0.0834 -2.6291 0.5062 0.0992
N 2.3004 0.0945 1.1020 2.5452 -1.9742 1.7620
N 1.9990 -0.3962 -0.1647 -1.0962 0.0531 -0.3849
H -2.5475 1.8624 -0.1604 -1.0322 -0.7193 -1.2033
H -4.2888 1.4422 -0.7889 -1.1395 0.4900 -0.6404
H -3.7916 -2.1657 -1.3147 -0.6135 1.7912 1.4465
H -4.5778 -1.4050 0.2291 0.8819 -0.2473 -0.2321
H -5.0022 -0.8783 -1.2817 0.2304 0.9953 -0.6798
H 2.1136 -1.9978 -1.4569 0.6615 0.3615 1.0204
H 3.6130 -1.7601 -0.5167 0.2780 0.1593 0.1530
H 2.1909 -2.5266 0.1739 -0.3787 -0.0345 1.0658
H 2.8928 0.2801 -1.9128 0.3451 0.1229 -1.0852
H 1.0717 0.7373 -1.6292 1.3612 -0.4325 -0.6774
H 2.3107 1.6052 -0.8069 0.3805 -1.2055 -0.4621
H 3.3148 -0.2168 1.3411 -1.9395 1.1330 -0.2426
H 2.2196 1.0916 1.1652 0.0928 0.3188 -0.1985
```
Forces are in eV/Å.

As for the HOMO-LUMO gap (spin up / spin down): 4.65 / 4.64 eV. As for the total charge: +1. Its spin multiplicity is 1. For the LUMO energy (spin up / spin down), the calculation gives -6.05 / -6.05 eV. The energy above the lowest of the compared OMol25 structures with the same formula, charge and spin comes out at 553.1 kJ/mol. The electronic energy is -11344.3791 eV.

***

Formula: C5H13N4O
Source: the OMol25 dataset
Level of theory: ωB97M-V/def2-TZVPD

```
23
Properties=species:S:1:pos:R:3:forces:R:3
C 2.0473 0.1870 -0.1199 1.6383 0.8096 -1.3343
C 3.1800 -1.6733 -0.1483 -0.7918 -3.1606 -0.9637
C 1.6239 -2.0981 -0.1887 -0.0192 -0.3280 -0.8021
C -2.7728 -0.3474 -0.5077 -1.5617 0.4973 0.6908
C -1.4580 -0.9723 -0.5371 1.5100 0.2048 0.4725
N 3.1864 -0.2964 -0.2721 1.8406 1.5440 -0.0551
N -0.4070 -0.2456 -0.5185 3.7810 0.1632 1.2700
N 1.0433 -0.6617 0.0549 -5.3091 -3.9240 0.1561
N -1.9965 3.1713 1.3599 -2.1212 -0.4445 -4.0475
O -1.1705 2.6213 0.3124 -0.0899 -0.2273 0.4754
H 1.9681 1.2146 -0.1150 -0.8619 2.1757 0.0729
H 3.5969 -1.9604 0.7989 -0.0204 -0.0610 0.7717
H 3.8559 -2.2233 -0.8675 -1.0089 0.7677 0.3075
H 1.2581 -2.5305 -1.1578 0.5020 0.9827 0.3085
H 1.3783 -2.9711 0.4901 -0.0296 1.8416 0.1672
H -2.9050 -0.1303 0.5858 -0.1121 -0.4642 -0.4958
H -2.8712 0.7025 -0.8995 0.2891 -1.2650 -0.2319
H -3.5772 -1.0662 -0.7994 0.6383 0.9180 0.0264
H -1.2621 -2.0303 -0.3741 -0.4157 -0.0290 -0.1817
H -0.4655 0.7892 -0.4991 -0.2309 -0.4912 0.0060
H -0.5562 3.3121 0.0623 0.3806 0.2327 -0.0675
H -1.5957 3.0742 2.2030 2.3237 -0.5722 3.5068
H -2.1005 4.1344 1.1373 -0.3311 0.8299 -0.0521
```
Forces are in eV/Å.

As for the HOMO-LUMO gap: 8.60 eV. As for the total charge: +1. Its spin multiplicity is 1. For the LUMO energy, the calculation gives -4.32 eV. The energy above the lowest of the compared OMol25 structures with the same formula, charge and spin comes out at 534.8 kJ/mol. The electronic energy is -13391.9782 eV.

***

Formula: C5H13N4O
Source: the OMol25 dataset
Level of theory: ωB97M-V/def2-TZVPD

```
23
Properties=species:S:1:pos:R:3:forces:R:3
C -1.4929 0.3569 0.0341 -0.2073 -0.3917 -0.9018
C 1.1515 1.3855 -0.0458 -1.4718 0.9155 -1.0080
C 1.0954 0.6063 -1.3915 -1.8704 0.1671 0.2832
C 1.3198 0.3332 1.0550 0.5892 0.8711 0.3042
C 0.3421 -0.5443 -0.8657 -0.8085 -1.4518 1.2753
N 0.8227 -0.8972 0.3938 0.9522 -0.0275 -0.0877
N -1.6870 1.3214 0.8766 -0.8750 1.1991 1.0694
N -0.3028 -1.4316 -1.6453 0.6500 -0.7085 2.2759
N 0.1639 -1.8196 1.2040 -1.2539 0.8165 -0.4263
O -2.5780 -0.3995 0.0084 -0.5025 -0.4308 -1.1480
H 1.8956 2.1155 0.0134 1.4181 0.9820 -0.1405
H 0.2043 1.9599 0.0031 1.0063 -0.4644 -0.0194
H 0.5468 0.9091 -2.3451 0.9382 0.6176 1.5418
H 2.0505 0.2200 -1.6332 1.1640 -0.3038 -0.5367
H 2.4067 0.3862 1.3870 -1.2641 -0.9719 -0.4551
H 0.7215 0.5885 1.9780 0.3706 -0.4747 -0.9556
H -1.0468 2.0683 1.0886 0.2052 -0.3215 -0.1829
H -2.6226 1.5063 1.2163 -0.2211 -0.2660 0.2391
H -0.2678 -1.3343 -2.6149 0.1301 0.1674 -1.5851
H -2.6569 -0.9604 -0.8060 0.6884 0.4687 1.0187
H -0.2695 -2.3655 -1.2611 -0.3926 -0.1895 -0.2618
H -0.3664 -1.2773 1.9078 0.4629 -1.2513 -0.2557
H 0.5699 -2.7274 1.4428 0.2920 1.0485 -0.0431
```
Forces are in eV/Å.

As for the HOMO-LUMO gap: 10.16 eV. As for the total charge: +1. Its spin multiplicity is 1. For the LUMO energy, the calculation gives -2.61 eV. The energy above the lowest of the compared OMol25 structures with the same formula, charge and spin comes out at 245.9 kJ/mol. The electronic energy is -13394.9724 eV.

***

Formula: C5H13N6O3
Source: the OMol25 dataset
Level of theory: ωB97M-V/def2-TZVPD

```
27
Properties=species:S:1:pos:R:3:forces:R:3
C -2.9457 -0.2401 -0.7394 -0.5356 -0.2710 -0.2372
C 4.6028 0.1269 -0.2404 0.0139 0.0463 -0.0205
C 0.4196 -2.0293 0.2343 -0.1408 -0.7204 0.0069
C 1.3587 3.1984 0.1104 -0.1193 0.4641 -0.4506
C -0.4924 0.1995 0.3874 0.3579 -0.3740 0.1446
N -2.9586 -1.2779 -0.0050 -0.4474 -0.4669 0.0734
N 1.5568 -2.7346 0.2356 0.1241 -0.0040 0.0079
N 0.5496 -0.6842 0.3429 0.7895 1.0618 0.1277
N -0.1556 1.4293 0.5263 0.5348 1.0002 -0.0939
N -3.7644 0.8179 -0.6463 -0.2035 0.3709 0.1010
N -0.7498 -2.5962 0.1453 0.2209 0.0404 -0.0020
O 3.6958 -0.5399 -0.0019 -1.3539 -1.0315 0.3858
O 5.4906 0.7931 -0.4822 1.3603 1.0018 -0.3478
O 1.1834 1.9403 0.7103 -0.4886 -1.2824 0.4512
H 0.5529 3.8850 0.3883 0.0480 0.0252 0.0173
H 1.4176 3.1230 -0.9791 -0.0455 0.0078 0.0379
H 2.2977 3.5827 0.5018 -0.0314 0.0073 0.0097
H -1.7046 -2.0306 0.1016 -0.1142 0.0267 -0.0148
H -3.6489 -1.2912 0.7367 -0.1206 0.1205 -0.0041
H 2.4555 -2.2825 0.2860 -0.0709 0.0239 -0.0123
H 1.5429 -3.7360 0.1453 -0.0595 0.0653 0.0094
H 1.5002 -0.3244 0.4277 -0.0805 -0.1655 -0.0416
H -0.8557 2.1550 0.6253 0.1392 -0.0188 0.0433
H -3.8164 1.5069 -1.3764 0.0465 -0.0744 0.0060
H -4.5110 0.8091 0.0319 0.0364 0.0390 -0.1019
H -0.7961 -3.6006 0.0796 0.1107 -0.0081 -0.0224
H -2.2250 -0.1995 -1.5459 0.0294 0.1157 -0.0731
```
Forces are in eV/Å.

As for the HOMO-LUMO gap: 9.72 eV. As for the total charge: +1. Its spin multiplicity is 1. For the LUMO energy, the calculation gives -2.34 eV. The energy above the lowest of the compared OMol25 structures with the same formula, charge and spin comes out at 0.0 kJ/mol. The electronic energy is -20471.8787 eV.

***

What did the sixth record say?
Formula: C5H13N6O3
Source: the OMol25 dataset
Level of theory: ωB97M-V/def2-TZVPD

```
27
Properties=species:S:1:pos:R:3:forces:R:3
C -2.9457 -0.2401 -0.7394 -0.5356 -0.2710 -0.2372
C 4.6028 0.1269 -0.2404 0.0139 0.0463 -0.0205
C 0.4196 -2.0293 0.2343 -0.1408 -0.7204 0.0069
C 1.3587 3.1984 0.1104 -0.1193 0.4641 -0.4506
C -0.4924 0.1995 0.3874 0.3579 -0.3740 0.1446
N -2.9586 -1.2779 -0.0050 -0.4474 -0.4669 0.0734
N 1.5568 -2.7346 0.2356 0.1241 -0.0040 0.0079
N 0.5496 -0.6842 0.3429 0.7895 1.0618 0.1277
N -0.1556 1.4293 0.5263 0.5348 1.0002 -0.0939
N -3.7644 0.8179 -0.6463 -0.2035 0.3709 0.1010
N -0.7498 -2.5962 0.1453 0.2209 0.0404 -0.0020
O 3.6958 -0.5399 -0.0019 -1.3539 -1.0315 0.3858
O 5.4906 0.7931 -0.4822 1.3603 1.0018 -0.3478
O 1.1834 1.9403 0.7103 -0.4886 -1.2824 0.4512
H 0.5529 3.8850 0.3883 0.0480 0.0252 0.0173
H 1.4176 3.1230 -0.9791 -0.0455 0.0078 0.0379
H 2.2977 3.5827 0.5018 -0.0314 0.0073 0.0097
H -1.7046 -2.0306 0.1016 -0.1142 0.0267 -0.0148
H -3.6489 -1.2912 0.7367 -0.1206 0.1205 -0.0041
H 2.4555 -2.2825 0.2860 -0.0709 0.0239 -0.0123
H 1.5429 -3.7360 0.1453 -0.0595 0.0653 0.0094
H 1.5002 -0.3244 0.4277 -0.0805 -0.1655 -0.0416
H -0.8557 2.1550 0.6253 0.1392 -0.0188 0.0433
H -3.8164 1.5069 -1.3764 0.0465 -0.0744 0.0060
H -4.5110 0.8091 0.0319 0.0364 0.0390 -0.1019
H -0.7961 -3.6006 0.0796 0.1107 -0.0081 -0.0224
H -2.2250 -0.1995 -1.5459 0.0294 0.1157 -0.0731
```
Forces are in eV/Å.

As for the HOMO-LUMO gap: 9.72 eV. As for the total charge: +1. Its spin multiplicity is 1. For the LUMO energy, the calculation gives -2.34 eV. The energy above the lowest of the compared OMol25 structures with the same formula, charge and spin comes out at 0.0 kJ/mol. The electronic energy is -20471.8787 eV.

***

Number 6 is which compound? C5H13N6O3

***

electronic energy of number 4 (C5H13N4O)? -13391.9782 eV

***

Which value of total charge does entry 5 give? +1